294
Properties=species:S:1:pos:R:3:forces:R:3:mulliken_charge:R:1 method="wB97M-V/def2-TZVPD" gap_ev=5.82 energy_ev=-185980.440 lumo_energy_ha=-0.025
F -3.69951 0.98351 -0.81307 -0.158 -1.373 0.826 -0.040
F -0.22081 3.42016 4.08845 -1.127 -1.539 0.076 -0.236
F -0.98761 1.97513 -9.19702 2.327 -1.337 -0.395 -0.258
F 0.10613 -3.12536 -0.84218 0.345 1.228 -0.689 -0.296
F -7.09308 -6.11594 4.41033 -1.484 -0.162 -1.332 -0.362
F 4.69579 -2.80878 4.85937 -1.063 0.863 2.173 -0.200
F -0.27450 -5.11501 -0.44358 -0.565 -0.706 -0.788 -0.372
F -1.01281 5.35449 3.45881 0.497 -0.795 -0.418 -0.366
F -4.38349 2.97371 -0.69177 -0.307 0.802 0.305 -0.312
F 2.82646 4.84885 0.66474 1.067 0.463 0.135 -0.188
F -5.77462 1.50448 -1.44871 1.681 -0.213 -0.127 -0.369
F 6.67548 -3.12517 4.08517 -0.130 -0.015 0.171 -0.333
F -2.80876 1.75260 -10.32884 0.486 -0.016 -1.115 -0.256
F 0.76672 4.47833 2.50605 -0.143 -0.380 -1.184 0.113
F 3.18045 5.79701 -1.28323 -0.161 0.914 -0.036 -0.332
F 1.50177 4.43642 -0.91123 1.230 -0.171 -0.767 -0.184
F 5.41725 -4.83433 4.51227 -0.491 1.057 -0.661 -0.363
F -9.13992 -6.48943 4.92468 -0.892 -0.502 0.679 -0.294
F -8.77292 -4.94412 3.50648 0.327 -0.553 0.019 -0.289
F -2.10518 3.72234 -9.52945 -0.645 -0.797 -0.487 -0.355
F -1.53145 -4.03526 -1.87229 -0.983 0.157 -0.195 -0.132
O -2.55115 2.63145 -2.60272 -0.652 0.383 -0.401 -0.653
O 3.64379 -4.00145 2.39209 0.546 -0.646 0.342 -0.522
O -2.42033 1.17734 -7.19365 -0.221 1.382 -0.306 -0.404
O 0.13079 5.69613 5.70942 -0.781 1.230 0.580 -0.162
O -0.22356 -5.17451 -3.64411 -0.173 -0.861 -0.756 -0.190
O -8.17695 -8.40836 2.79217 -0.288 -0.038 0.999 -0.798
O 1.50977 -3.79769 -3.14116 -0.085 0.723 0.721 -1.101
O -7.87532 -6.37113 1.65672 -0.303 -1.674 -1.874 -0.329
O 3.62745 2.48159 -0.30570 0.116 -0.387 -0.544 0.516
O 4.81830 -2.00280 2.32048 0.541 -0.553 0.269 -0.146
O -4.28838 1.69815 -8.45386 -1.045 -0.366 0.200 -0.386
O 5.14500 4.15527 -1.08486 0.626 -1.031 -1.533 -0.457
O -4.66809 2.73647 -3.66412 0.764 -2.111 -0.801 -0.209
O 1.86166 4.36308 5.23355 0.350 0.485 -0.450 -0.671
N 4.45048 -2.26138 -1.96090 0.381 0.232 -1.068 1.178
N -2.21174 -2.45568 -6.37444 0.326 -1.101 2.890 0.687
N -0.67086 4.92128 -4.94862 -0.478 1.043 -0.106 0.516
N -4.33506 -3.54317 3.32863 1.305 0.325 2.408 0.842
N 0.21596 0.80616 0.45287 -0.198 1.356 0.801 0.904
N 5.74363 1.26978 2.67761 0.647 -0.239 0.848 1.303
N 0.21179 3.27709 8.28914 -1.405 0.463 0.963 0.564
C -0.26131 6.06436 -5.85504 -0.473 -0.865 0.510 -1.020
C -0.39018 7.03183 5.75202 -0.717 -0.333 -1.743 -0.493
C -1.15735 3.73197 -5.75898 -0.345 0.658 0.187 -0.312
C -3.50574 -2.86048 -4.22296 -0.256 0.200 0.590 2.047
C 4.81459 -4.55811 -0.91952 0.086 1.049 -1.352 0.206
C -0.56954 -0.31196 1.04863 -0.160 1.166 0.152 -0.343
C 0.05917 3.01890 -6.22532 2.601 0.861 -1.011 -0.031
C -2.05209 7.02916 -2.00987 -1.400 -0.478 0.102 -1.434
C -4.77351 -4.19732 4.64359 0.505 0.623 -0.130 -0.546
C 3.66117 2.35574 3.08869 -0.674 -0.518 -1.169 0.910
C -2.80050 -3.76986 3.28243 -0.552 -1.533 -0.881 -0.362
C -6.12218 -7.71209 0.54905 -0.598 -0.976 -1.502 -0.934
C -5.42446 2.09205 -7.67901 0.864 0.647 -1.534 0.224
C 0.94823 0.63967 2.77905 -0.101 -0.410 -1.832 0.846
C -3.52803 -4.47029 5.48031 0.034 -1.800 -1.982 -0.709
C 0.96530 4.50808 8.72258 1.933 -1.106 -0.884 -0.550
C -1.02792 6.36903 -2.88487 -0.428 -0.565 -2.064 0.426
C 7.45653 3.57213 -1.55940 -1.457 0.234 -0.531 -1.268
C 1.15269 2.39734 7.54935 2.244 0.842 -0.299 0.250
C 0.18449 -2.19615 -6.00967 1.050 0.074 -2.054 0.208
C 4.48573 -0.12172 -3.15867 1.597 -0.364 0.288 -0.725
C 0.69367 -4.70751 -2.63371 0.560 1.140 -1.464 -0.269
C 1.21434 3.50670 -5.25474 -0.310 -0.165 -0.490 -0.736
C 1.08131 5.26677 4.69240 0.031 -0.023 0.246 -0.747
C 2.53840 -3.29624 2.86175 -1.943 1.231 -0.664 1.527
C 3.79822 3.50182 -1.10810 0.187 0.862 1.681 -0.549
C -6.35359 -3.44992 0.18068 1.623 2.544 -0.579 -1.553
C 4.56993 -6.02144 -1.09666 1.918 0.246 3.764 -1.936
C 5.74132 -1.60507 -1.59896 0.554 -0.004 1.290 -0.787
C -0.53262 0.51237 -1.90209 0.097 -0.343 0.967 2.070
C -8.44356 -6.22696 3.84248 2.104 1.526 2.046 0.824
C 6.85085 0.31918 3.24820 0.124 1.839 -0.408 -0.759
C 2.10073 0.34176 6.56569 -0.369 0.346 -0.581 -1.294
C 6.05792 3.67968 -2.17163 -1.841 -2.146 2.422 0.215
C -0.03117 0.32814 -3.31527 -0.085 1.542 -0.046 1.080
C 4.88859 -3.30272 2.63977 0.265 0.455 -2.230 -0.076
C 4.48301 -3.74816 -2.18153 0.129 0.278 1.088 0.273
C 1.55856 -6.69197 -4.54263 0.672 -1.413 -0.577 -0.909
C 3.44707 -1.93056 -0.96833 1.394 -0.799 1.214 0.181
C -4.76814 -3.57107 -3.73322 -0.340 0.517 0.037 -1.582
C -0.96297 3.62034 7.39869 0.789 0.633 2.244 -0.707
C 5.36772 -3.53930 4.03000 1.671 -0.912 0.338 0.574
C 0.73574 3.13075 10.64521 1.299 -0.505 1.191 -0.496
C -5.08426 4.01880 -3.52738 -0.806 2.151 -0.869 0.069
C 4.02656 -1.57826 -3.19719 2.349 0.625 -2.308 -0.856
C 0.12760 4.60434 3.65633 0.961 2.628 0.795 0.880
C 6.84935 0.21761 4.77459 0.942 -1.025 -0.506 -0.039
C 0.94328 0.90652 7.34370 -1.049 0.340 1.576 -0.557
C -4.98108 -3.53827 0.88204 0.157 0.723 0.212 0.762
C 0.26123 7.69288 6.90892 0.043 1.476 0.641 -0.842
C -3.75504 2.08297 -2.79839 1.115 0.339 -0.056 0.908
C -0.28975 -4.23149 -1.50991 1.494 -0.621 1.863 0.576
C -0.63655 2.10231 0.66201 1.586 -0.784 -0.086 -0.050
C 0.53227 4.41354 -4.21950 -0.398 -1.953 -0.550 -0.054
C -4.57468 -2.05916 3.41837 -0.431 -0.695 -0.068 -1.278
C -3.53293 -2.38049 -5.68168 -0.623 -0.753 0.550 -1.120
C 4.62450 3.32832 3.66424 2.477 -0.144 0.522 -0.617
C -8.63625 -7.22852 2.74031 0.200 0.111 -1.554 0.114
C -6.57861 3.99460 -3.18260 -0.866 -0.091 -2.227 -1.110
C 8.29066 0.05287 5.25202 0.157 -0.117 0.176 -1.551
C -1.72129 5.45789 -4.00037 1.132 0.051 1.281 -0.144
C -6.61742 1.31276 -8.09640 -1.364 -0.605 -0.379 -1.367
C -1.62100 -3.88616 -6.31268 -1.055 -0.206 -1.574 -0.528
C -2.26616 -1.98394 -7.73997 2.399 1.455 -1.387 -0.719
C -7.58618 -7.29632 0.51794 -0.171 -0.027 2.232 -0.620
C -5.09891 -4.23425 2.23635 -0.439 0.788 -0.322 -0.878
C 4.33943 1.00676 3.14087 0.833 -0.613 0.343 0.545
C 0.12093 -6.40319 -4.33955 -1.245 1.408 0.478 -0.548
C -0.36070 -0.14694 2.54285 0.620 -2.925 1.652 -0.607
C 5.79770 -0.24703 -2.26035 -0.541 1.898 -0.571 0.435
C 1.44352 0.90553 1.32242 0.124 1.653 0.064 1.184
C -1.14660 -1.65163 -5.56777 -0.148 0.074 -0.586 0.621
C 0.66831 0.62118 -0.95373 -0.960 0.967 -0.545 0.174
C -2.99689 2.10343 -7.97896 -0.527 -0.650 0.768 -0.174
C 5.73415 1.12548 1.20877 -0.021 0.380 -1.461 -0.110
C -0.14191 -3.65663 -6.57995 1.128 -0.363 1.901 0.591
C 1.74780 -4.05406 3.95441 -0.283 0.161 -1.285 -1.675
C 1.74164 4.04638 9.96531 -0.767 0.459 -0.836 -0.894
C -0.24885 2.72838 9.59608 -1.145 0.195 0.204 -0.669
C -2.22128 2.32537 -9.30398 -1.420 2.202 1.461 0.928
C -4.42918 1.89309 -1.46766 -1.016 0.449 0.906 0.465
C 5.97356 2.82185 2.99220 -0.446 -1.836 2.030 -0.575
C 2.88900 4.67813 -0.65690 -1.828 -0.914 0.253 0.070
C -2.41889 -4.80212 4.38846 -1.032 1.205 0.724 -0.614
H 7.53948 2.69641 -0.92722 -0.074 -0.093 0.211 0.117
H -3.67856 1.03876 -3.16022 -0.320 0.031 -0.628 -0.932
H 0.70722 0.38300 8.28575 0.610 0.140 -0.037 0.441
H 2.12372 2.52648 8.09861 -0.753 -0.297 -0.652 0.057
H 6.35526 -0.67666 5.07681 -0.868 -0.638 0.066 -0.004
H -4.96598 -4.54004 -4.14285 -0.251 -0.417 -0.914 0.434
H -0.00495 2.87388 0.17876 -0.961 -0.085 0.298 0.050
H -0.45192 -6.37501 -5.31191 0.759 0.020 0.797 0.243
H -0.44187 7.20344 -3.35142 -0.080 -0.977 0.403 0.173
H -5.44363 -6.91130 0.34186 0.525 0.639 -0.359 0.064
H 4.78089 -6.50351 -0.08823 -0.335 0.435 -1.107 0.405
H -1.21718 3.20049 9.80166 0.091 -0.513 -0.147 0.429
H -1.66325 1.96357 0.32839 0.313 0.143 -0.666 -0.403
H 0.19454 6.77423 -5.15984 -0.252 0.322 -0.771 0.359
H 3.47400 -3.98879 -2.46380 -0.542 -0.143 -1.026 -0.552
H -1.22248 -2.10936 -8.12180 -0.840 0.021 0.057 0.314
H -4.22857 -4.06800 0.27374 -0.362 0.340 -0.014 0.215
H 1.30745 7.79323 6.62513 0.200 0.195 0.614 0.250
H 0.37636 3.19147 -7.29149 -0.546 0.489 0.951 0.306
H -1.49377 7.02071 5.88439 0.467 -0.365 -0.152 0.300
H 2.10872 -0.72969 6.59135 0.068 -0.635 0.171 0.640
H 7.58650 4.47957 -0.95617 0.551 -0.224 -0.392 0.310
H -2.21764 -4.46280 -7.08446 0.972 0.593 0.564 0.346
H 2.13707 0.20350 0.88953 0.216 -0.831 0.462 -0.291
H -6.17310 -2.92378 -0.77907 -0.184 -0.604 0.196 0.335
H -0.39406 5.67719 -2.33602 0.165 0.349 0.172 -0.107
H 4.02644 0.15590 2.53060 -0.525 0.211 0.129 -1.029
H -7.07378 3.64185 -4.12816 0.077 0.491 0.681 0.257
H 5.66244 2.66270 -2.51629 0.598 0.939 0.596 -0.324
H -5.65707 3.11800 -7.94777 0.128 0.651 0.194 0.274
H -7.90216 -6.80596 -0.38705 0.075 0.334 -0.463 0.441
H -2.30082 7.99552 -2.45722 -0.105 0.028 0.467 0.433
H 4.47308 4.39600 3.43994 -0.202 -0.578 -0.018 0.427
H 3.38364 2.69553 2.08491 0.336 -0.289 -0.028 -0.741
H -1.74830 4.15603 -6.55129 -0.470 -0.135 -0.242 0.406
H 1.18891 5.19385 -3.93736 0.297 0.904 0.623 0.594
H -1.19548 1.38843 -1.70981 0.386 -0.495 -0.894 -1.056
H 1.71018 2.70847 -4.72484 0.040 -0.461 0.068 -0.099
H -1.19151 -1.93355 -4.53361 -0.910 0.015 0.510 0.005
H -3.01170 6.43982 -1.94593 0.979 0.447 0.031 0.211
H -1.65795 4.11298 8.06726 -0.525 -0.133 -0.098 0.498
H 1.80858 0.61042 5.54192 1.099 0.092 -0.050 0.007
H 5.24283 -3.80054 -2.94692 0.012 -0.890 -0.423 0.675
H 3.07414 0.71983 6.89486 -0.176 0.040 -0.335 0.405
H -0.32247 -7.16578 -3.76684 -0.662 -1.311 0.721 0.564
H 7.78646 0.87462 2.91889 -0.931 -0.889 0.249 0.567
H 1.97903 1.87108 1.08908 -0.918 -0.724 0.396 -0.840
H 0.32982 3.64459 11.50990 -0.548 -0.058 -0.053 0.332
H 2.57394 -2.41018 -1.38043 -1.015 0.272 0.512 -0.116
H -3.28209 -3.55233 5.95264 0.429 0.408 1.207 0.362
H 6.00854 4.24448 -3.06997 0.001 1.289 -0.486 0.537
H 1.53291 6.23137 4.21536 -0.416 -1.204 0.502 0.097
H 1.69092 0.03228 3.27550 0.118 -0.038 0.321 0.012
H -6.48428 0.23955 -7.90738 -0.343 0.215 0.538 0.262
H 5.83641 0.59015 -1.54288 -0.224 -0.439 -0.066 -0.592
H 3.88810 -2.37857 -0.05212 -1.202 0.605 0.056 -0.905
H 0.45303 5.64922 -6.52813 0.751 -0.023 -0.529 0.488
H 5.67220 -3.87045 2.09403 -0.446 -0.190 -0.612 -0.091
H -4.60767 4.69466 -2.85682 1.090 -0.154 1.374 -0.103
H -1.27733 2.68577 7.06519 -1.069 -1.267 -0.930 0.397
H -4.69058 -5.24251 2.24200 -0.479 -0.185 -0.059 0.379
H 8.09518 3.43539 -2.41627 0.936 0.342 0.024 0.491
H -3.20454 3.18253 -7.62631 0.546 -1.039 0.409 -0.015
H -6.82826 1.32300 -9.17961 0.403 0.482 0.259 0.302
H -2.50945 5.93996 -4.57483 0.128 0.158 -0.079 0.601
H -6.76805 -4.38875 0.03539 -0.960 -1.747 -0.281 0.195
H -0.30017 1.65662 9.56648 -0.567 -0.367 -0.318 0.346
H -4.26526 -2.94151 -6.26664 0.206 -0.085 -0.150 0.641
H -5.60691 -2.86209 -3.86257 0.062 -0.650 -0.177 0.412
H -2.90140 -2.48851 -8.45675 -0.570 -0.308 0.574 0.334
H -7.07722 4.94091 -2.88025 0.609 -0.563 -0.031 0.323
H 0.43635 -0.63512 -3.41573 0.344 -0.533 -0.086 -0.327
H 6.76233 -0.65774 2.74653 -0.240 0.438 0.183 0.261
H -4.05808 -1.64466 2.56864 -0.329 0.548 -0.272 0.495
H 1.81655 -3.17920 1.95042 1.013 0.100 1.414 -0.228
H 1.19939 2.21288 11.03647 0.142 0.441 0.031 0.313
H 1.29248 1.49001 -1.23490 -0.312 -0.068 0.398 -0.720
H 0.73427 1.54402 3.32312 0.258 0.311 0.116 -0.482
H -4.75572 -3.79792 -2.67177 0.446 0.357 0.334 0.161
H -1.57896 -0.11898 0.74194 -0.628 -0.459 -0.178 0.661
H 1.62436 -7.68180 -5.01206 -0.126 -0.386 0.630 0.442
H 2.88809 -2.27885 3.19360 -0.610 -0.836 -0.376 -0.281
H -7.52099 1.78402 -7.61480 0.746 -0.930 -0.195 0.358
H -1.76781 -4.44831 -5.37411 -0.036 1.028 -0.144 0.243
H 4.75673 0.27361 -4.15615 -0.211 -0.519 0.386 0.800
H -1.29306 -0.56737 -5.72840 -0.250 -0.653 -0.102 -0.084
H 5.42858 0.13046 0.87714 0.009 -0.230 0.732 -0.237
H -4.12102 -1.59047 4.31153 -0.383 -0.735 -0.178 0.303
H -2.11647 4.56451 -3.50652 -0.244 -0.002 0.179 -0.355
H 2.03186 4.90295 10.55087 0.136 0.166 0.279 0.488
H 1.53422 -5.03368 3.53770 -0.071 -0.310 0.164 0.424
H 0.39175 5.36651 8.97740 -1.196 0.269 -0.180 0.309
H 2.01838 4.01440 -5.80988 -0.401 0.070 0.160 0.520
H -0.83283 0.42162 -4.07748 0.622 0.342 0.630 -0.220
H 4.25751 -4.26662 -0.06245 -0.806 0.502 0.564 -0.094
H -0.68779 2.22951 1.74148 0.241 0.291 -0.058 0.247
H -1.64793 7.11674 -1.00526 -0.188 0.394 0.093 0.379
H 8.88456 0.75359 4.70058 0.684 0.849 0.295 0.394
H -5.25535 2.05046 -6.62429 0.306 -0.267 0.836 0.021
H 4.35477 0.65165 4.19017 0.192 0.180 -0.471 0.132
H 5.80166 -4.25840 -0.70470 1.643 -0.370 0.659 0.537
H 0.13578 7.15782 7.85532 0.227 -0.423 -0.396 0.035
H -9.76797 -7.10388 2.56789 0.734 -0.047 -0.364 0.087
H -0.06102 1.97264 -6.26824 -0.461 -1.249 0.558 -0.164
H 5.75835 -1.56440 -0.49040 0.152 -0.021 -0.581 -0.038
H -0.18682 8.67154 7.17378 0.377 -0.138 -0.608 0.425
H -1.19679 0.23711 3.11763 -0.217 0.452 -0.321 0.474
H 0.98381 -2.17782 -5.22788 -1.022 -0.347 -0.389 -0.852
H 3.01394 -1.67331 -3.41539 -1.832 -0.713 -0.003 0.185
H 0.74510 1.11722 -3.40113 -0.316 -0.369 -0.838 -0.773
H 1.54388 4.67175 7.81495 0.390 0.907 0.169 0.401
H 0.17949 3.80210 -3.34873 0.192 0.708 -0.688 -0.124
H -3.73326 -5.38605 6.08486 0.386 1.210 0.148 0.425
H -5.96264 -8.55916 -0.17405 0.000 0.908 0.249 0.393
H -2.59299 -3.42983 -4.04891 -0.249 0.065 0.467 -1.038
H 0.56160 -1.53718 -6.84480 -0.191 -0.809 0.646 0.419
H -0.21182 -1.24707 0.68548 0.316 -0.667 -0.393 -0.042
H -0.22976 -1.21707 2.98315 -0.168 1.625 -0.701 -0.382
H 3.54393 -0.86162 -0.94247 -1.006 0.692 0.563 0.322
H 4.77109 3.22573 4.75553 -0.404 0.082 -0.385 0.353
H 3.58540 -6.18036 -1.28890 -2.953 -0.606 -0.761 0.362
H 0.77738 -3.59920 4.21117 0.283 0.212 -0.310 0.141
H -8.15144 -8.25375 0.63644 0.132 0.984 0.028 0.449
H 2.60813 3.50761 9.67440 0.926 -0.315 -0.107 0.330
H -1.09826 -0.38292 -1.67425 -0.337 -0.268 0.435 -0.018
H 6.71801 -0.09779 -2.86534 -0.640 -0.442 0.201 0.604
H -0.66647 4.33459 6.67000 0.500 0.181 -0.958 -0.049
H 2.28453 -4.16429 4.86183 0.737 -0.152 0.846 0.354
H 1.26699 2.96785 6.59686 0.274 -0.534 0.088 -0.261
H -1.12082 6.40445 -6.47003 0.458 -0.001 0.825 0.237
H 6.77586 1.25282 0.82112 -0.849 0.380 0.296 0.376
H -7.05998 -2.77182 0.67333 0.160 -0.413 0.421 0.476
H 5.17760 -6.52393 -1.75447 1.406 -0.952 -1.919 0.503
H 1.88056 -6.15817 -5.37504 1.093 1.760 -1.114 0.306
H -0.23662 7.56707 4.73639 0.041 -0.692 1.658 0.323
H -2.66694 -4.06378 2.21670 0.698 0.197 0.864 0.173
H 0.06146 0.72601 6.77257 -0.883 -0.017 -0.644 0.366
H -5.35638 -5.03289 4.36242 -0.230 -1.188 -0.061 0.326
H -6.78074 3.16136 -2.52648 0.068 0.255 0.650 0.246
H 0.13406 -3.74276 -7.63016 0.062 -0.139 0.192 0.534
H 0.39211 -4.40823 -5.91160 -0.318 0.981 -1.226 -0.878
H -4.61718 -2.48801 1.05577 -0.232 -1.067 -0.542 -0.314
H -2.32811 -2.83851 3.52624 0.213 0.529 -0.211 0.321
H 6.05707 3.14327 2.00165 0.644 1.364 -1.150 0.196
H -5.46541 -3.52925 5.11960 -0.304 0.414 0.301 0.412
H 2.75333 2.17503 3.58977 -1.131 0.719 1.040 0.029
H 1.36131 -0.19177 -0.91732 0.083 -0.966 -0.258 -0.438
H 1.28553 -5.52736 -2.24362 -0.317 -0.891 0.647 0.085
H 6.88747 2.88098 3.64459 -0.872 0.229 -0.910 0.418
H 3.58784 3.35724 -2.15029 -0.297 -0.310 -1.233 0.347
H 4.61175 -2.02706 -4.02536 -0.449 -0.147 0.380 0.738
H -5.86139 -8.13828 1.48220 -0.069 -0.240 1.204 0.299
H -1.38209 -4.76096 4.77117 -0.518 0.686 -0.281 0.176
H 8.72342 -0.88890 4.95853 -0.226 -0.698 -0.356 0.352
H -2.37769 -0.88523 -7.72803 -0.606 -0.110 0.004 0.112
H -3.55446 -1.96733 -3.58529 0.934 -0.053 -0.147 -0.403
H 2.29716 -6.64020 -3.72939 -0.689 0.138 -0.134 0.093
H -2.50757 -5.82302 4.11582 -0.480 -0.909 -0.749 0.456
H -1.73911 3.10562 -5.09797 -0.388 -0.057 0.216 -0.276
H -5.67523 -1.97197 3.39769 0.605 0.572 -0.111 0.321
H -6.16688 -4.19850 2.53131 0.602 -0.494 0.109 0.261
H 4.94835 1.82146 0.75816 1.241 -0.448 0.254 -0.311
H 3.74117 0.55966 -2.78562 -0.207 0.237 0.667 -0.217
H 6.60276 -2.16527 -1.92063 -0.005 -0.749 -0.178 0.593
H -3.86275 -1.36921 -5.63037 -0.027 0.988 -0.666 0.324
H -4.80246 4.51677 -4.49542 -0.989 -0.161 0.335 0.347
H 8.47440 0.06758 6.33625 -0.350 0.523 -0.334 0.376
H 6.34603 1.02460 5.24939 -0.264 1.007 0.321 0.460